{"formula": "C5H4F2N2", "method": "ωB97M-V/def2-TZVPD", "e_homo_ev": -9.6, "smiles": "N#CC=C=N.C=C(F)F", "orbital_gap_ev": 10.065, "species": ["N", "C", "C", "C", "N", "H", "H", "C", "C", "F", "F", "H", "H"], "coordinates": [[-4.4184, 0.2833, -0.1455], [-3.4134, -0.0082, -0.6362], [-2.0445, -0.2050, -1.0058], [-1.3425, -1.0411, -0.3387], [-0.5774, -1.7213, 0.3055], [-1.6074, 0.7318, -1.2732], [0.0099, -2.4686, 0.1055], [1.3683, 0.9688, 0.4583], [1.8184, 0.0752, -0.3948], [1.5144, 0.3221, -1.6539], [2.4378, -1.1330, -0.3890], [1.4306, 0.9662, 1.5659], [0.8768, 1.8872, -0.0198]], "forces_ev_per_angstrom": [[0.32, -0.33, -0.67], [-0.63, 0.04, 0.66], [-2.51, 2.14, -0.46], [3.32, -3.17, 1.60], [-2.02, 2.56, 0.25], [0.73, 0.23, -0.61], [0.72, -1.61, -0.78], [-0.20, 1.24, 1.38], [-0.26, -0.47, -0.84], [0.22, -0.26, -1.26], [-0.70, 1.62, 1.06], [0.17, -0.32, -1.12], [0.84, -1.68, 0.78]]}